No. 1
The following is a DFT calculation (ωB97M-V/def2-TZVPD) of a molecular structure, C9H10NO2PdS2Se3Te2.

Properties
**Spin multiplicity**: 1
**Net charge**: -1
**Total energy**: -250859.2563 eV
**Highest occupied orbital energy**: -0.150 Eh
**Molar mass**: 826.82 u

Positions of all 30 atoms, in Å:
Pd: 0.426329 -2.398444 1.378690
Se: 2.035208 -2.846116 3.339169
Se: 1.165414 -4.581361 2.094617
Te: -1.385103 -4.152482 2.025587
Se: -1.937752 -5.748966 0.302513
C: 2.812902 -0.762589 -0.917631
Te: 1.209848 -2.108273 -1.225789
C: 2.471749 -3.802203 -1.417855
H: 3.307413 -1.019339 0.015879
H: 2.377370 0.232842 -0.851249
H: 3.503272 -0.810715 -1.756810
H: 3.024758 -3.768398 -2.354481
H: 1.831763 -4.682463 -1.394167
H: 3.153298 -3.837895 -0.570168
O: 0.909134 2.195163 -1.979587
S: -0.348049 1.563442 -1.680575
O: -1.166259 1.139195 -2.781294
N: -0.121433 0.343433 -0.610565
C: -0.677755 0.593716 0.547872
S: -0.595040 -0.358419 1.935304
C: -1.393591 1.917096 0.620120
C: -2.086434 2.490591 1.673223
C: -2.663143 3.738151 1.475552
C: -2.551316 4.397587 0.252630
C: -1.856847 3.821097 -0.802542
C: -1.290143 2.581442 -0.583913
H: -2.170041 1.967562 2.616698
H: -3.210914 4.207243 2.283069
H: -3.011791 5.369002 0.123818
H: -1.762858 4.320110 -1.758104

Forces on the atoms, in the same order (eV/Å):
0.1170 0.4153 -0.3236
0.0346 -0.1636 0.1939
0.1642 0.1730 -0.0797
-0.4105 -0.4564 0.3282
0.0106 0.1029 -0.0194
0.1107 0.1190 0.0241
-0.3152 -0.0408 0.0148
0.1964 -0.1313 0.0217
0.0529 -0.0043 -0.0148
0.0803 -0.0777 -0.0194
0.0274 -0.0036 0.0058
0.0285 -0.0340 0.0075
0.0057 -0.0247 -0.0190
0.0429 -0.0409 -0.0101
0.0383 -0.0259 0.0022
-0.1306 0.0446 -0.0920
0.0303 0.0110 0.0045
-0.2525 0.1201 0.2215
0.1521 0.2805 -0.0539
0.0002 -0.2472 -0.1263
0.0798 -0.1237 -0.1141
-0.0039 -0.0184 0.0036
0.0006 0.0069 -0.0075
-0.0072 -0.0028 0.0225
0.0086 -0.0268 0.0155
-0.0606 0.1505 -0.0006
-0.0054 0.0144 0.0009
0.0027 -0.0029 -0.0015
-0.0014 -0.0049 0.0095
0.0034 -0.0081 0.0054

No. 2
The following is a DFT calculation (ωB97M-V/def2-TZVPD) of a molecular structure, C9H10O3.

Properties
**Spin multiplicity**: 1
**Net charge**: 0
**Total energy**: -15629.0406 eV
**Highest occupied orbital energy**: -0.351 Eh
**Molar mass**: 166.18 u

Positions of all 22 atoms, in Å:
C: -2.443657 0.658450 0.653719
C: -0.335156 0.228090 -0.260414
C: -0.040019 -1.117094 -0.212782
C: -1.116394 -2.219801 -0.408625
C: 1.377764 -1.398615 -0.086493
C: 2.279796 -0.325243 -0.036918
C: 1.857289 0.880683 -0.000726
C: 0.499518 1.301967 -0.275508
C: 0.289034 2.688823 -0.342124
H: -1.734358 0.303407 1.798561
H: -3.594131 -0.152948 0.808698
H: -2.964768 1.606716 0.473452
H: -1.383436 -2.470037 0.342041
H: -0.761858 -3.282154 -0.718833
H: -1.845561 -2.348724 -1.116586
H: 1.419358 -2.452474 0.025635
H: 3.997442 0.196345 0.258558
H: 2.735738 1.624969 -0.081367
H: -1.050024 2.875166 -0.212939
O: -1.791550 0.508196 -0.518437
O: 3.678115 -0.728237 0.141346
O: 0.926858 3.622522 -0.230256

Forces on the atoms, in the same order (eV/Å):
-3.3301 -2.6333 3.8529
-5.1516 0.8981 -1.8246
2.2799 -0.7027 -1.1195
9.1184 2.3363 -14.1394
-4.3038 0.5932 -0.1845
2.6984 -7.9780 1.1884
0.3693 6.7516 -1.8101
4.5435 -3.2521 1.1821
-9.8440 -1.6325 1.0458
-2.2686 1.7779 -3.6769
3.5322 1.8138 -0.6458
0.2946 0.2995 1.7323
-6.8615 -4.6870 17.0416
1.3339 1.5901 0.4010
-2.2116 1.9770 -1.8621
1.7130 -0.7705 -0.1083
0.9304 -1.1725 0.0376
-1.8443 -0.4329 0.4715
3.0143 -0.3907 -0.8098
3.9561 -1.3908 -0.4059
-2.5675 2.8248 -0.3322
4.5991 4.1807 -0.0341

No. 3
The following is a DFT calculation (ωB97M-V/def2-TZVPD) of 2 unconnected molecules or ions with the total composition C9H10O3.

Properties
**Spin multiplicity**: 1
**Net charge**: 0
**Total energy**: -15632.8762 eV
**Highest occupied orbital energy (alpha / beta)**: -0.319 / -0.349 Eh
**Molar mass**: 166.18 u

Positions of all 22 atoms, in Å:
C: 0.401787 -1.113648 3.107224
C: -0.458094 -0.074456 2.794556
C: 1.201553 -1.755667 2.197126
C: -0.532157 0.373507 1.533106
C: 1.289826 -1.230925 0.867866
C: 0.368494 -0.195113 0.563684
C: 0.313092 0.307562 -0.796190
C: -0.623896 0.170740 -1.900155
C: -0.920080 1.314843 -2.818042
O: 0.684324 -0.413015 -1.888401
O: 1.383678 2.359840 -0.854696
O: -1.693384 -0.724968 -1.867155
H: 0.565880 -1.468663 4.161969
H: -1.078600 0.357011 3.607135
H: 1.904318 -2.520158 2.423891
H: -1.256887 1.035913 1.001494
H: 1.830678 -1.807752 0.124733
H: -0.635862 2.187521 -2.230436
H: -2.030783 1.169863 -3.013887
H: -0.491400 1.195395 -3.832273
H: 1.250798 2.358859 -1.826277
H: -1.473286 -1.526687 -1.355273

Forces on the atoms, in the same order (eV/Å):
1.1400 -1.1811 2.1208
-1.0565 0.3156 2.2574
0.5591 1.6778 -2.4569
0.6091 -0.0686 -4.0472
-2.2059 -0.2100 1.4321
0.8821 -0.1559 0.4715
0.6944 0.9049 -0.3775
-0.8912 0.0861 -0.0892
-1.6383 -1.0739 -0.5532
0.6027 0.1191 0.3499
-1.6522 -2.6744 -0.5986
0.8223 -0.1424 0.2887
-0.7504 0.5737 -1.0168
0.3954 -0.3419 -0.7218
0.1267 -0.6551 0.6108
0.5136 -0.1077 1.4554
0.2092 0.6288 -0.1076
-0.3354 0.4057 -0.8036
1.1935 0.9448 0.4364
0.3282 0.2542 0.8073
0.4076 0.1625 0.6931
0.0460 0.5378 -0.1511

No. 4
The following is a DFT calculation (ωB97M-V/def2-TZVPD) of a single C9H10OS molecule.

Properties
**Spin multiplicity**: 1
**Net charge**: 0
**Total energy**: -22374.5720 eV
**Highest occupied orbital energy**: -0.323 Eh
**Molar mass**: 166.25 u

Positions of all 21 atoms, in Å:
C: -2.420832 -1.433674 -0.844954
C: -3.454801 -0.763965 -0.333938
C: -1.194867 -0.682296 -0.594530
C: -1.409131 0.499860 -0.012176
C: -0.265957 1.376956 0.283627
C: 0.153628 -1.096657 -0.994305
C: 0.984259 0.563762 0.168916
C: 2.239853 1.116789 -0.518021
C: 1.393121 0.151478 1.560042
O: -0.317638 2.452657 0.838245
S: -3.075796 0.702012 0.408014
H: -2.262213 -2.392774 -1.289889
H: -4.291442 -1.378173 -0.175385
H: 0.749402 -1.911685 -0.587451
H: 0.582367 -0.834234 -1.934087
H: 2.165909 1.429729 -1.489931
H: 3.085880 0.315130 -0.629712
H: 2.781898 1.827078 0.097536
H: 0.611514 0.035352 2.366806
H: 2.053830 0.951952 1.981391
H: 1.891016 -0.929298 1.699801

Forces on the atoms, in the same order (eV/Å):
3.5579 1.1514 0.2656
-0.3785 -1.2665 0.1808
-0.6984 -2.1753 -1.7683
-0.5969 1.2345 0.5256
-0.4456 -0.4905 1.0487
2.8555 3.3626 2.8203
0.8927 -2.3603 -2.0931
1.7950 -2.6344 1.7376
0.4925 -2.4179 2.6511
-0.0140 0.2808 -0.5930
0.1114 0.7465 0.0599
-0.9344 -0.5257 -0.1177
-1.8723 0.3554 0.1919
-0.8380 -0.2734 0.3172
-0.3300 0.2805 -0.9086
-0.7784 1.2367 -2.3367
-1.7533 0.7510 0.4764
-0.4077 0.6179 0.0964
0.0788 0.4410 -1.2758
-0.2333 -0.8208 -0.3791
-0.5029 2.5062 -0.8992